Below is 8 unconnected molecules or ions with the total composition C57H113N5O11 at a distorted geometry, with properties calculated with ωB97M-V with the def2-TZVPD basis set.

Geometry as XYZ:
```
186
Properties=species:S:1:pos:R:3
C -3.6289 -13.7008 20.9978
C -5.1464 -13.9148 21.6057
C -5.0404 -14.1930 23.1130
C -4.8694 -13.0459 24.0231
C -5.9332 -11.9492 23.6689
C -6.0317 -11.5672 22.2206
N -6.0692 -12.7896 21.3795
O -6.2422 -12.5687 20.0376
C -7.3368 -10.6467 22.0204
C -4.9145 -10.6427 21.9298
C -5.7471 -15.1448 20.9435
H -2.8823 -13.4485 21.7508
H -3.6289 -13.0071 20.1570
H -3.3091 -14.6598 20.5900
H -5.8179 -14.8856 23.4354
H -4.1353 -14.7935 23.2035
H -3.8435 -12.6959 23.9087
H -5.0117 -13.4646 25.0194
H -5.7272 -11.0174 24.1956
H -6.8918 -12.1795 24.1338
H -7.4231 -10.4295 20.9557
H -8.1536 -11.2623 22.3971
H -7.3571 -9.6748 22.5135
H -4.9024 -9.7092 22.4924
H -4.0134 -11.2199 22.1371
H -4.8320 -10.4151 20.8670
H -6.7094 -15.4644 21.3437
H -5.0967 -16.0177 20.9998
H -5.7876 -14.9434 19.8731
H -5.3590 -12.4003 19.7010
C -11.7591 -11.4743 9.3005
C -10.4590 -11.2393 10.0698
C -10.9678 -10.4381 11.3226
C -9.9367 -10.2623 12.4806
C -9.2968 -11.6155 12.8538
C -8.8729 -12.5431 11.6402
N -9.8717 -12.5328 10.4725
O -9.4378 -13.3293 9.4677
C -7.4031 -12.0908 11.2724
C -8.8045 -13.9587 12.1062
C -9.4026 -10.2886 9.3008
H -11.5305 -11.7136 8.2620
H -12.4795 -10.6771 9.1167
H -12.3717 -12.2678 9.7284
H -11.2251 -9.4261 11.0100
H -11.9164 -10.8946 11.6053
H -10.5246 -9.7682 13.2542
H -9.2142 -9.4763 12.2607
H -10.1384 -12.1751 13.2618
H -8.5907 -11.4898 13.6746
H -7.2659 -11.0095 11.2865
H -6.6190 -12.4589 11.9339
H -7.1046 -12.6457 10.3830
H -8.2461 -14.6638 11.4905
H -8.4406 -14.1011 13.1238
H -9.8333 -14.3035 12.2102
H -8.9655 -10.7588 8.4199
H -8.5421 -10.0336 9.9194
H -9.7980 -9.3472 8.9195
H -10.1636 -13.9576 9.4579
C -5.6257 -6.2150 8.5640
C -4.1706 -6.1230 8.1722
C -3.6732 -7.6040 8.0210
C -3.9644 -8.1632 6.6870
C -3.4257 -7.2850 5.5459
C -3.9378 -5.8009 5.5394
N -3.7546 -5.2780 6.9263
O -4.1846 -3.9866 7.0133
C -2.9841 -4.9582 4.5794
C -5.3365 -5.6383 4.9167
C -3.4740 -5.6391 9.4345
H -6.3285 -6.4310 7.7594
H -5.9746 -5.2019 8.7642
H -5.9180 -6.8045 9.4330
H -2.6089 -7.7528 8.2036
H -4.1612 -8.2861 8.7172
H -5.0508 -8.1465 6.6000
H -3.6464 -9.1714 6.4212
H -3.6719 -7.7944 4.6142
H -2.3454 -7.4301 5.5507
H -3.0153 -5.4378 3.6011
H -3.5233 -4.0122 4.5286
H -1.9329 -4.8390 4.8417
H -6.1044 -6.2616 5.3751
H -5.6660 -4.6027 4.8329
H -5.2744 -5.9484 3.8736
H -3.2113 -4.5813 9.4451
H -2.5230 -6.1369 9.6240
H -3.9525 -5.8855 10.3824
H -3.3988 -3.4439 7.1115
C -9.2392 -4.1174 15.6366
C -10.1514 -3.1406 16.4304
C -11.6964 -3.5966 16.1698
C -12.0462 -4.9460 16.9068
C -11.9488 -4.7207 18.4240
C -10.5085 -4.2494 18.8544
N -10.0167 -3.2108 17.9450
O -8.8224 -2.7335 18.2841
C -10.7188 -3.7572 20.3292
C -9.5944 -5.5189 18.9028
C -10.0904 -1.6482 16.0412
H -9.2157 -5.1227 16.0573
H -8.2267 -3.7139 15.6375
H -9.6641 -4.1783 14.6347
H -12.2782 -2.7782 16.5940
H -11.9476 -3.4480 15.1196
H -11.3844 -5.7430 16.5680
H -13.0797 -5.1358 16.6170
H -12.2655 -5.6251 18.9434
H -12.6537 -3.9517 18.7400
H -11.4145 -2.9182 20.3390
H -11.1676 -4.4430 21.0479
H -9.7641 -3.3408 20.6504
H -9.9595 -6.2961 19.5742
H -9.4359 -5.9460 17.9126
H -8.6206 -5.1953 19.2702
H -10.6116 -0.9582 16.7047
H -10.4535 -1.4030 15.0431
H -9.0508 -1.3210 16.0589
H -9.0703 -1.9574 18.7918
C 0.0594 -14.5058 12.4922
C 0.7941 -13.5587 13.4460
C 2.3248 -13.7458 13.2747
C 2.9423 -13.1331 12.0603
C 2.5090 -11.6713 11.8648
C 1.0204 -11.4818 12.0557
N 0.4273 -12.1953 13.2026
O -0.9647 -12.0348 13.2753
C 0.9206 -9.9194 12.4444
C 0.3490 -11.7053 10.7106
C 0.6276 -13.9190 14.9287
H -1.0027 -14.2731 12.4146
H -0.1023 -15.5106 12.8825
H 0.4033 -14.6915 11.4747
H 2.8884 -13.5415 14.1850
H 2.5397 -14.8140 13.3042
H 2.5349 -13.7292 11.2437
H 4.0208 -13.2430 11.9470
H 2.9084 -11.5178 10.8623
H 2.9294 -11.1222 12.7073
H 1.4994 -9.1750 11.8977
H -0.0679 -9.5820 12.1327
H 1.0898 -9.5236 13.4458
H -0.7059 -11.4727 10.8558
H 0.7279 -11.0759 9.9053
H 0.3604 -12.7090 10.2856
H 1.1221 -13.1429 15.5128
H 1.0855 -14.8191 15.3390
H -0.4241 -13.8543 15.2078
H -1.0990 -12.0147 14.2256
O -0.3465 -5.1134 15.2518
C -0.1240 -4.1767 14.4774
O -0.0407 -4.4268 13.1564
C 0.4422 -3.2674 12.3762
C 0.0977 -2.0849 13.3663
C -0.0153 -2.6935 14.7926
H -0.0332 -3.2283 11.3962
H 1.5177 -3.4116 12.2735
H -0.8199 -1.6717 12.9477
H 0.8714 -1.3174 13.3877
H -0.8219 -2.1745 15.3104
H 0.9203 -2.5140 15.3223
O -3.0562 -4.9423 22.7898
C -3.0543 -3.9148 22.0928
O -4.1873 -3.4293 21.5915
C -3.8726 -2.3023 20.7480
C -2.6113 -1.7958 21.3886
C -1.8797 -3.0168 21.7932
H -4.5372 -1.4404 20.8076
H -3.7704 -2.6984 19.7377
H -2.9369 -1.2649 22.2831
H -2.0615 -1.2653 20.6112
H -1.3382 -2.9309 22.7353
H -1.2585 -3.4089 20.9880
O -4.4749 -10.5172 16.3310
C -4.6255 -9.3180 16.0848
O -4.9034 -8.3710 16.9589
C -4.9358 -7.0204 16.5085
C -4.7529 -7.0904 15.0159
C -4.4297 -8.5897 14.7099
H -4.0741 -6.4532 16.8606
H -5.9064 -6.5696 16.7154
H -3.7949 -6.6421 14.7526
H -5.7087 -6.7084 14.6573
H -3.3571 -8.6442 14.5233
H -4.9976 -8.9465 13.8507
```

Calculated values
SMILES: CC1(C)CCCC(C)(C)N1O.CC1(C)CCCC(C)(C)N1O.CC1(C)CCCC(C)(C)N1O.CC1(C)CCCC(C)(C)N1O.CC1(C)CCCC(C)(C)N1O.O=C1CCCO1.O=C1CCCO1.O=C1CCCO1
Gap between HOMO and LUMO (eV): 7.93
HOMO (eV): -7.830
Net charge: 0

Below is 10 unconnected molecules or ions with the total composition C3H26N2O11 at a distorted geometry, with properties calculated with ωB97M-V with the def2-TZVPD basis set.

Geometry as XYZ:
```
42
Properties=species:S:1:pos:R:3
N 4.1101 -0.7264 0.7420
C 2.7736 -1.2829 0.6963
C 1.8697 -0.8847 1.9004
O 1.5319 -1.9778 2.7372
C 2.0808 -0.7329 -0.5644
N 2.6229 0.3026 -1.2572
O 0.9461 -1.1354 -0.8162
H 4.1668 0.2018 1.1085
H 4.8373 -1.3364 1.0747
H 2.6949 -2.3499 0.5353
H 1.0306 -0.2258 1.6856
H 2.3323 -0.3126 2.7130
H 0.8899 -2.5917 2.3674
H 2.0416 0.6723 -1.9888
H 3.6307 0.2851 -1.2178
H -3.2970 -1.9943 2.5719
H -2.4062 -2.1487 1.4077
O -2.3579 -1.9436 2.3540
H 2.4968 1.9455 1.6786
H 1.6889 2.1829 0.2834
O 1.6613 2.0060 1.2181
H -2.6613 -1.7121 -2.6378
H -2.6604 -2.8987 -3.5575
O -2.4401 -1.9641 -3.5490
H 0.2010 1.9849 3.3597
H 1.1070 0.9204 3.7682
O 0.6982 1.7112 4.1316
H -4.3556 1.2990 -1.5733
H -3.9303 0.7664 -0.3068
O -3.6963 1.4906 -0.9057
H -0.8484 -1.6983 -0.8325
H -1.6600 -0.3659 -0.8862
O -1.7253 -1.3190 -0.9898
H -1.2737 2.6074 0.9051
H -1.0178 1.6093 1.9835
O -1.2510 2.5328 1.8537
H -0.1836 -0.0174 -2.9208
H -1.5519 -0.3078 -3.6992
O -0.9603 0.3620 -3.3300
H -2.7762 1.7460 -2.9866
H -1.7164 2.7649 -3.5465
O -2.6426 2.5354 -3.5101
```

Calculated values
SMILES: NC(=O)[C@@H](N)CO.O.O.O.O.O.O.O.O.O
Energy relative to the best compared isomer or geometry (same formula, charge and spin) (eV): 1.7709
Gap between HOMO and LUMO (eV): 9.97
HOMO (eV): -9.959
Net charge: 0

Below is C5H6N2OS in the gas phase at a distorted geometry, with properties calculated with ωB97M-V with the def2-TZVPD basis set.

Geometry as XYZ:
```
15
Properties=species:S:1:pos:R:3
C 0.1837 0.2955 -2.1131
C -0.5720 1.4189 -1.9833
C -0.2990 0.4009 -0.0552
C -0.4415 0.1194 1.3465
C 0.9719 -1.8452 1.4822
N 0.4022 -0.2467 -0.9259
N -0.9287 1.4789 -0.6700
O 0.1944 -0.8162 2.0400
S -1.2964 1.2054 2.2483
H 0.5377 0.0107 -3.0297
H -1.0305 2.2046 -2.5703
H 0.6515 -2.7294 1.9091
H 2.0794 -1.6671 1.9078
H 0.8407 -1.9553 0.4159
H -1.2932 2.1254 -0.0023
```

Calculated values
SMILES: COC(=S)c1ncc[nH]1
Energy relative to the best compared isomer or geometry (same formula, charge and spin) (eV): 1.3392
Gap between HOMO and LUMO (eV): 8.41
HOMO (eV): -8.765
Net charge: 0

Please write out number 2 again, unchanged.
Below is 10 unconnected molecules or ions with the total composition C3H26N2O11 at a distorted geometry, with properties calculated with ωB97M-V with the def2-TZVPD basis set.

Geometry as XYZ:
```
42
Properties=species:S:1:pos:R:3
N 4.1101 -0.7264 0.7420
C 2.7736 -1.2829 0.6963
C 1.8697 -0.8847 1.9004
O 1.5319 -1.9778 2.7372
C 2.0808 -0.7329 -0.5644
N 2.6229 0.3026 -1.2572
O 0.9461 -1.1354 -0.8162
H 4.1668 0.2018 1.1085
H 4.8373 -1.3364 1.0747
H 2.6949 -2.3499 0.5353
H 1.0306 -0.2258 1.6856
H 2.3323 -0.3126 2.7130
H 0.8899 -2.5917 2.3674
H 2.0416 0.6723 -1.9888
H 3.6307 0.2851 -1.2178
H -3.2970 -1.9943 2.5719
H -2.4062 -2.1487 1.4077
O -2.3579 -1.9436 2.3540
H 2.4968 1.9455 1.6786
H 1.6889 2.1829 0.2834
O 1.6613 2.0060 1.2181
H -2.6613 -1.7121 -2.6378
H -2.6604 -2.8987 -3.5575
O -2.4401 -1.9641 -3.5490
H 0.2010 1.9849 3.3597
H 1.1070 0.9204 3.7682
O 0.6982 1.7112 4.1316
H -4.3556 1.2990 -1.5733
H -3.9303 0.7664 -0.3068
O -3.6963 1.4906 -0.9057
H -0.8484 -1.6983 -0.8325
H -1.6600 -0.3659 -0.8862
O -1.7253 -1.3190 -0.9898
H -1.2737 2.6074 0.9051
H -1.0178 1.6093 1.9835
O -1.2510 2.5328 1.8537
H -0.1836 -0.0174 -2.9208
H -1.5519 -0.3078 -3.6992
O -0.9603 0.3620 -3.3300
H -2.7762 1.7460 -2.9866
H -1.7164 2.7649 -3.5465
O -2.6426 2.5354 -3.5101
```

Calculated values
SMILES: NC(=O)[C@@H](N)CO.O.O.O.O.O.O.O.O.O
Energy relative to the best compared isomer or geometry (same formula, charge and spin) (eV): 1.7709
Gap between HOMO and LUMO (eV): 9.97
HOMO (eV): -9.959
Net charge: 0